A single C4H6N2O molecule. Source: the OMol25 dataset; level of theory: ωB97M-V/def2-TZVPD.

```
13
Properties=species:S:1:pos:R:3:mulliken_charge:R:1
N 2.0552 -0.0641 0.9129 -0.2178
C 0.6555 -0.0015 0.4578 0.1597
C 0.9302 0.8687 1.4505 -0.3915
N -1.7763 1.0099 -0.0634 -0.6498
C -1.4117 -0.0478 -0.6751 0.6480
O -2.2577 -0.7159 -1.5168 -0.5119
C -0.0746 -0.6074 -0.4978 -0.5571
H 2.7569 0.2020 0.2240 0.2656
H 2.3647 -0.8004 1.5384 0.2710
H 1.0584 1.9393 1.3530 0.1647
H -2.7521 1.2137 -0.2694 0.2335
H -1.8303 -1.5248 -1.8241 0.3028
H 0.2989 -1.4487 -1.0721 0.2829
```

Summary:
ΔE to the lowest compared entry with this formula, charge and spin (kJ/mol): 427.7
Orbital gap (eV): 8.049
Total energy (eV): -9269.069